#a
The following is a DFT calculation (the ωB97M-V functional and the def2-TZVPD basis) of the ion C4H8N3O with charge +1.

Its highest occupied orbital energy is -12.8089 eV. Its LUMO energy is -5.046 eV. Its charge is +1. As for the frontier orbital gap: 7.763 eV.

Geometry (Å):
C 2.262 -0.189 -0.102
N 0.843 0.016 0.007
C 0.412 1.372 0.255
N 0.231 -1.064 0.171
C -0.903 -1.529 0.130
N -2.243 -0.868 -0.164
C -2.561 0.341 -0.204
O -2.787 1.435 -0.218
H 2.386 -1.225 -0.095
H 2.548 0.294 -1.073
H 2.909 0.407 0.605
H -0.127 1.894 -0.562
H -0.267 1.425 1.168
H 1.296 2.010 0.390
H -1.028 -2.673 0.151
H -2.971 -1.645 -0.459



#b
The following is a DFT calculation (the ωB97M-V functional and the def2-TZVPD basis) of the ion C4H8N3O with charge +1.

Its highest occupied orbital energy is -13.8969 eV. Its LUMO energy is -4.228 eV. Its charge is +1. As for the frontier orbital gap: 9.669 eV.

Geometry (Å):
H 4.818 -1.061 0.726
N 3.814 -0.750 0.571
C 3.464 -0.289 -0.574
N 2.152 0.085 -0.865
C 1.426 0.824 -0.138
O -0.031 0.611 -0.537
C -1.122 0.501 0.135
N -2.174 -0.083 -0.386
C -3.417 -0.392 0.377
H 3.995 -0.159 -1.578
H 1.521 1.159 0.911
H -1.099 0.941 1.273
H -2.080 -0.357 -1.352
H -4.189 -0.679 -0.442
H -3.200 -0.963 1.213
H -3.878 0.612 0.667



According to the calculations, the structures order from most to least stable as #b, #a.